The following is a quantum chemistry calculation of 2 unconnected molecules or ions with the total composition C6H15BO2, from the OMol25 dataset.

Properties
LUMO ... 0.60 eV
Total charge ... 0
Energy relative to the best compared isomer or geometry (same formula, charge and spin) ... 187.7 kJ/mol
E_tot ... -11236.744 eV
Kohn-Sham gap ... 8.343 eV

Last column: Löwdin charge in e.
CARTESIAN COORDINATES (ANGSTROEM)
1 B -1.66 -0.49 -0.12  -0.535
2 C -2.50 0.21 1.04  0.000
3 C 1.26 -1.93 -0.07  -0.107
4 C 2.22 0.37 0.36  -0.115
5 C -0.35 1.76 -0.68  -0.060
6 C 1.04 -0.55 0.47  -0.241
7 C -0.50 0.27 -0.84  -0.301
8 O -1.93 -1.74 -0.52  0.167
9 O -0.11 -0.19 -2.08  0.001
10 H -2.81 -0.50 1.81  0.058
11 H -3.42 0.62 0.62  0.068
12 H -1.99 1.03 1.53  0.050
13 H 0.36 -2.53 0.05  0.068
14 H 1.49 -1.89 -1.13  0.079
15 H 2.09 -2.42 0.44  0.080
16 H 3.04 -0.01 0.98  0.081
17 H 1.99 1.37 0.71  0.065
18 H 2.59 0.42 -0.66  0.079
19 H 0.56 2.13 -1.16  0.080
20 H -1.20 2.27 -1.16  0.092
21 H -0.33 2.05 0.36  0.077
22 H 0.56 -0.51 1.44  0.104
23 H -2.63 -2.20 -0.06  0.108
24 H 0.60 0.37 -2.41  0.101